{
  "formula": "C19H25Br2ClIN3Pd",
  "method": "ωB97M-V/def2-TZVPD",
  "lumo_energy_ev": -0.78,
  "charge": 0,
  "relative_energy_kcal_mol": 67.70,
  "homo_ev": -4.23,
  "symbols": ["Pd", "Br", "C", "Br", "H", "H", "I", "C", "C", "C", "C", "N", "C", "H", "H", "H", "H", "C", "C", "N", "C", "C", "N", "C", "C", "H", "H", "H", "H", "H", "H", "H", "H", "H", "H", "H", "H", "H", "Cl", "C", "C", "C", "C", "C", "C", "C", "H", "H", "H", "H", "H", "H"],
  "coordinates": [[-0.466, -6.322, -13.455], [-1.267, -3.767, -15.115], [-1.875, -5.114, -16.374], [-3.093, -6.337, -15.447], [-1.016, -5.670, -16.780], [-2.488, -4.606, -17.101], [4.532, -6.111, -16.526], [2.738, -7.105, -16.052], [2.285, -8.125, -16.882], [1.000, -8.618, -16.673], [0.208, -8.032, -15.697], [0.701, -7.092, -14.906], [1.949, -6.633, -14.996], [2.887, -8.521, -17.692], [0.610, -9.480, -17.228], [-0.827, -8.336, -15.517], [2.297, -5.922, -14.208], [5.408, -8.831, -10.204], [4.824, -9.146, -11.636], [3.475, -8.697, -11.912], [2.580, -9.389, -10.945], [3.074, -9.210, -9.464], [4.248, -8.214, -9.414], [3.806, -6.935, -10.134], [3.355, -7.254, -11.625], [6.261, -8.165, -10.213], [5.728, -9.728, -9.671], [4.765, -10.267, -11.720], [5.543, -8.820, -12.410], [2.609, -10.488, -11.186], [1.567, -8.987, -11.051], [3.352, -10.143, -8.979], [2.338, -8.753, -8.811], [4.494, -7.982, -8.417], [4.643, -6.228, -10.059], [2.949, -6.619, -9.573], [4.011, -6.744, -12.376], [2.342, -6.940, -11.784], [0.203, -6.014, -6.555], [-0.158, -5.956, -8.174], [-0.171, -7.168, -8.901], [-0.684, -7.226, -10.202], [-1.195, -6.004, -10.765], [-1.907, -6.004, -11.994], [-0.993, -4.746, -10.131], [-0.416, -4.726, -8.885], [0.159, -8.074, -8.417], [-0.610, -8.169, -10.716], [-2.222, -5.035, -12.349], [-2.660, -6.808, -12.183], [-1.309, -3.815, -10.573], [-0.240, -3.772, -8.390]]
}

---

{
  "formula": "C7H9NO",
  "method": "ωB97M-V/def2-TZVPD",
  "lumo_energy_ev": 0.64,
  "charge": 0,
  "relative_energy_kcal_mol": 137.33,
  "smiles": "CC1=C2[C@H]1[C@@H]2N(C)C=O",
  "homo_ev": -8.26,
  "symbols": ["C", "C", "C", "C", "C", "N", "C", "C", "O", "H", "H", "H", "H", "H", "H", "H", "H", "H"],
  "coordinates": [[2.985, -0.517, 0.128], [1.679, 0.093, -0.136], [1.083, 0.996, -0.956], [0.766, 0.784, 0.734], [-0.469, 1.047, -0.074], [-1.577, 0.144, -0.256], [-1.265, -1.240, -0.464], [-2.903, 0.512, -0.050], [-3.712, -0.372, 0.295], [3.697, -0.440, -0.719], [2.740, -1.513, 0.421], [3.360, 0.011, 0.986], [1.017, 1.437, 1.489], [-0.936, 2.083, 0.245], [-0.166, -1.277, -0.492], [-1.659, -1.935, 0.301], [-1.746, -1.471, -1.359], [-2.896, 1.658, -0.091]]
}

---

{
  "formula": "C6H9N",
  "method": "ωB97M-V/def2-TZVPD",
  "lumo_energy_ev": 1.14,
  "charge": 0,
  "relative_energy_kcal_mol": 102.72,
  "smiles": "[H]/N=C/[C@@H]1C(=C)[C@H]1C",
  "homo_ev": -9.13,
  "symbols": ["H", "N", "C", "C", "C", "C", "C", "C", "H", "H", "H", "H", "H", "H", "H", "H"],
  "coordinates": [[-1.019, 3.059, -1.446], [-0.700, 2.200, -1.104], [-0.327, 2.150, 0.082], [0.336, 0.518, 0.613], [0.694, -0.405, -0.482], [1.450, -0.604, -1.530], [-0.454, -0.695, 0.259], [-0.630, -1.889, 1.187], [-0.342, 2.804, 0.911], [0.777, 0.688, 1.619], [1.293, -1.285, -2.375], [2.221, 0.298, -1.688], [-1.427, -0.333, -0.192], [-1.631, -2.306, 1.105], [-0.395, -1.539, 2.245], [0.153, -2.662, 0.797]]
}

---

{
  "formula": "C3H5N3O",
  "method": "ωB97M-V/def2-TZVPD",
  "lumo_energy_ev": -14.88,
  "charge": 2,
  "relative_energy_kcal_mol": 78.52,
  "smiles": "CC1=N[NH+]=C[N+]1=O",
  "homo_ev": -21.95,
  "symbols": ["C", "C", "N", "N", "C", "N", "O", "H", "H", "H", "H", "H"],
  "coordinates": [[-1.225, -1.425, -0.021], [-0.454, -0.337, -0.196], [-0.586, 0.720, -0.969], [0.417, 1.604, -0.760], [1.324, 1.258, 0.108], [0.735, -0.104, 0.714], [1.024, -0.609, 1.736], [-1.418, -1.408, 1.035], [-0.601, -2.305, -0.173], [-2.110, -1.380, -0.652], [0.608, 2.395, -1.350], [2.286, 1.588, 0.527]]
}

---

{
  "formula": "C4H8O3",
  "method": "ωB97M-V/def2-TZVPD",
  "lumo_energy_ev": [-0.51, -0.51],
  "charge": 0,
  "relative_energy_kcal_mol": 106.57,
  "homo_ev": [-8.27, -8.28],
  "symbols": ["O", "C", "C", "C", "O", "C", "O", "H", "H", "H", "H", "H", "H", "H", "H"],
  "coordinates": [[2.722, -0.639, -1.033], [1.623, -0.156, -0.529], [-0.015, 0.971, 1.453], [-0.639, 0.708, 0.266], [-0.225, 1.135, -0.882], [-1.729, -0.360, 0.181], [-1.489, -1.115, -0.991], [2.611, -1.556, -1.332], [0.757, -0.800, -0.479], [1.710, 0.841, -0.142], [0.671, 1.809, 1.535], [-0.359, 0.516, 2.378], [-1.702, -1.039, 1.039], [-2.727, 0.105, 0.151], [-1.209, -0.418, -1.616]]
}

---

{
  "formula": "C5H6Br3NO",
  "method": "ωB97M-V/def2-TZVPD",
  "lumo_energy_ev": -0.09,
  "charge": 0,
  "relative_energy_kcal_mol": 0.00,
  "homo_ev": -8.26,
  "symbols": ["C", "C", "C", "C", "C", "N", "O", "Br", "Br", "Br", "H", "H", "H", "H", "H", "H"],
  "coordinates": [[-0.536, -1.202, -0.492], [-1.111, 0.665, -0.875], [-0.814, -0.190, 0.346], [-0.898, 0.057, 1.800], [2.377, 0.392, -0.421], [-0.871, -0.547, -1.690], [2.095, 0.097, -1.524], [0.023, -2.983, -0.324], [2.916, -0.836, 0.920], [2.330, 2.186, 0.227], [-2.135, 1.026, -0.972], [-0.414, 1.479, -1.070], [-1.938, 0.139, 2.120], [-0.397, 0.990, 2.054], [-0.433, -0.762, 2.345], [-0.195, -0.511, -2.444]]
}

---

{
  "formula": "C15H21Cl3N6O3PdSSi",
  "method": "ωB97M-V/def2-TZVPD",
  "lumo_energy_ev": -0.51,
  "charge": 0,
  "relative_energy_kcal_mol": 32.09,
  "homo_ev": -8.28,
  "symbols": ["Pd", "N", "C", "C", "C", "C", "C", "C", "S", "O", "O", "N", "C", "N", "C", "C", "C", "N", "H", "H", "H", "H", "H", "H", "H", "H", "H", "Cl", "Si", "Cl", "Cl", "C", "N", "C", "C", "O", "N", "C", "C", "H", "H", "H", "H", "H", "H", "H", "H", "H", "H", "H", "H"],
  "coordinates": [[-1.576, 2.327, 0.668], [3.356, -2.535, -2.768], [2.314, -1.636, -2.577], [1.916, -0.778, -3.607], [0.906, 0.143, -3.402], [0.291, 0.223, -2.163], [0.671, -0.623, -1.132], [1.674, -1.548, -1.337], [-0.966, 1.424, -1.895], [-1.500, 1.810, -3.166], [-0.325, 2.512, -1.123], [-1.995, 0.780, -0.835], [-3.324, 0.609, -1.171], [-4.251, 1.156, -0.368], [-5.521, 0.944, -0.683], [-5.906, 0.213, -1.790], [-4.876, -0.317, -2.548], [-3.599, -0.145, -2.243], [3.556, -2.770, -3.726], [3.356, -3.338, -2.161], [2.399, -0.844, -4.576], [0.580, 0.798, -4.201], [0.153, -0.563, -0.184], [1.960, -2.219, -0.534], [-6.253, 1.390, -0.018], [-6.944, 0.059, -2.045], [-5.078, -0.916, -3.430], [-1.161, 4.198, 2.055], [-2.530, 2.603, 2.601], [-4.412, 3.326, 2.887], [-1.954, 1.780, 4.362], [2.335, 2.066, 1.295], [2.376, 0.636, 1.577], [3.643, -0.041, 1.380], [1.228, 0.024, 1.979], [0.143, 0.607, 1.956], [1.296, -1.316, 2.317], [0.030, -2.034, 2.358], [2.292, -1.879, 3.211], [3.004, 2.282, 0.464], [2.645, 2.657, 2.162], [1.332, 2.356, 1.008], [4.236, 0.537, 0.675], [3.487, -1.030, 0.951], [4.230, -0.135, 2.298], [-0.676, -1.596, 1.660], [-0.417, -2.007, 3.358], [0.214, -3.075, 2.088], [3.178, -1.259, 3.282], [2.588, -2.873, 2.869], [1.877, -1.981, 4.220]]
}

---

{
  "formula": "C6H10O",
  "method": "ωB97M-V/def2-TZVPD",
  "lumo_energy_ev": 0.88,
  "charge": 0,
  "relative_energy_kcal_mol": 16.87,
  "smiles": "C=C(C)/C(C)=C\\O",
  "homo_ev": -8.39,
  "symbols": ["C", "C", "C", "C", "C", "C", "O", "H", "H", "H", "H", "H", "H", "H", "H", "H", "H"],
  "coordinates": [[0.347, 1.417, 1.227], [0.390, 0.233, 0.594], [1.370, -0.843, 0.971], [-0.513, -0.062, -0.511], [-1.616, -1.049, -0.237], [-0.401, 0.500, -1.728], [0.551, 1.403, -2.115], [1.018, 1.646, 2.049], [-0.367, 2.187, 0.946], [1.955, -0.567, 1.856], [0.861, -1.784, 1.200], [2.074, -1.022, 0.151], [-1.393, -1.697, 0.617], [-1.784, -1.702, -1.100], [-2.549, -0.518, -0.016], [-1.074, 0.286, -2.550], [1.131, 1.572, -1.352]]
}

---

{
  "formula": "C17H17Cl2N4O2Ru",
  "method": "ωB97M-V/def2-TZVPD",
  "lumo_energy_ev": -12.74,
  "charge": 3,
  "homo_ev": -18.25,
  "symbols": ["Ru", "C", "C", "N", "C", "C", "C", "C", "C", "C", "C", "C", "C", "N", "C", "H", "H", "H", "H", "H", "H", "H", "H", "Cl", "C", "Cl", "H", "H", "C", "C", "N", "O", "C", "C", "N", "O", "H", "H", "H", "H", "H", "H", "H"],
  "coordinates": [[-0.235, -0.932, -0.061], [-2.464, 0.552, -3.411], [-2.095, 0.239, -2.109], [-0.968, -0.435, -1.851], [-0.192, -0.867, -2.891], [-0.497, -0.598, -4.219], [-1.676, 0.135, -4.466], [0.396, -1.078, -5.239], [1.507, -1.779, -4.911], [1.823, -2.063, -3.537], [2.957, -2.788, -3.111], [3.155, -3.004, -1.770], [2.235, -2.511, -0.838], [1.166, -1.815, -1.212], [0.962, -1.604, -2.548], [-3.371, 1.116, -3.578], [-2.695, 0.543, -1.262], [-1.961, 0.367, -5.485], [0.163, -0.864, -6.274], [2.178, -2.137, -5.681], [3.661, -3.167, -3.842], [4.014, -3.553, -1.412], [2.387, -2.660, 0.222], [1.128, 1.195, -0.040], [0.062, 1.861, 1.240], [-1.328, 0.729, 1.463], [-0.326, 2.821, 0.915], [0.616, 1.905, 2.172], [-2.835, -4.146, 1.369], [-1.767, -3.148, 1.097], [-1.717, -2.296, 0.129], [-2.692, -2.240, -0.821], [-0.610, -3.003, 2.010], [-0.375, -3.770, 3.263], [0.148, -2.081, 1.554], [1.170, -1.462, 1.879], [-3.512, -4.334, 0.538], [-3.434, -3.814, 2.222], [-2.376, -5.097, 1.642], [-3.312, -2.978, -0.679], [-1.252, -3.701, 3.910], [0.492, -3.387, 3.796], [-0.211, -4.822, 3.017]]
}

---

{
  "formula": "C4H9NO4S",
  "method": "ωB97M-V/def2-TZVPD",
  "lumo_energy_ev": 0.33,
  "charge": 0,
  "relative_energy_kcal_mol": 0.00,
  "smiles": "N[C@@H](CC(=O)O)C(=O)O.S",
  "homo_ev": -9.79,
  "symbols": ["N", "C", "C", "C", "O", "O", "C", "O", "O", "H", "H", "H", "H", "H", "H", "H", "S", "H", "H"],
  "coordinates": [[-0.784, 2.457, 1.880], [-0.419, 1.273, 1.101], [0.374, 1.550, -0.177], [0.624, 0.333, -1.040], [1.624, 0.129, -1.678], [-0.455, -0.477, -1.089], [0.346, 0.296, 2.008], [1.091, -0.546, 1.577], [0.089, 0.451, 3.308], [-0.023, 3.131, 1.892], [-1.596, 2.923, 1.490], [-1.350, 0.756, 0.834], [1.351, 1.987, 0.050], [-0.183, 2.271, -0.791], [-0.199, -1.231, -1.644], [-0.478, 1.249, 3.374], [-0.013, -5.781, -4.254], [-0.545, -6.111, -3.068], [0.547, -4.662, -3.773]]
}

---

{
  "formula": "C23H30N2O4",
  "method": "ωB97M-V/def2-TZVPD",
  "lumo_energy_ev": 0.70,
  "charge": 0,
  "relative_energy_kcal_mol": 18.25,
  "smiles": "CCOc1ccc(C(=O)NCC(=O)N[C@H](C)CCc2ccccc2)cc1OCC",
  "homo_ev": -8.37,
  "symbols": ["C", "C", "O", "C", "C", "C", "C", "C", "O", "N", "C", "C", "O", "N", "C", "C", "C", "C", "C", "C", "C", "C", "C", "C", "C", "C", "O", "C", "C", "H", "H", "H", "H", "H", "H", "H", "H", "H", "H", "H", "H", "H", "H", "H", "H", "H", "H", "H", "H", "H", "H", "H", "H", "H", "H", "H", "H", "H", "H"],
  "coordinates": [[-4.925, 0.315, -1.998], [-5.396, 0.886, -0.665], [-4.662, 2.036, -0.280], [-3.354, 1.980, 0.077], [-2.713, 3.219, 0.061], [-1.388, 3.370, 0.409], [-0.661, 2.257, 0.811], [0.772, 2.303, 1.186], [1.268, 1.531, 1.999], [1.512, 3.237, 0.546], [2.949, 3.327, 0.711], [3.647, 2.236, -0.129], [4.179, 2.488, -1.191], [3.561, 1.026, 0.445], [3.949, -0.225, -0.194], [5.439, -0.212, -0.528], [3.108, -0.478, -1.452], [1.600, -0.536, -1.165], [1.222, -1.741, -0.351], [0.924, -2.944, -0.981], [0.578, -4.063, -0.245], [0.529, -3.998, 1.137], [0.830, -2.807, 1.776], [1.175, -1.687, 1.038], [-1.295, 1.019, 0.866], [-2.621, 0.849, 0.499], [-3.244, -0.366, 0.533], [-2.474, -1.527, 0.790], [-3.380, -2.733, 0.601], [-5.588, -0.490, -2.304], [-3.916, -0.078, -1.909], [-4.933, 1.090, -2.761], [-6.421, 1.257, -0.759], [-5.364, 0.120, 0.113], [-3.303, 4.069, -0.244], [-0.942, 4.353, 0.394], [1.104, 3.735, -0.228], [3.284, 4.308, 0.375], [3.184, 3.191, 1.769], [2.981, 0.963, 1.276], [3.750, -1.017, 0.535], [6.024, -0.040, 0.373], [5.733, -1.165, -0.960], [5.651, 0.582, -1.238], [3.427, -1.419, -1.903], [3.306, 0.328, -2.161], [1.299, 0.374, -0.642], [1.070, -0.564, -2.120], [0.957, -3.000, -2.060], [0.344, -4.988, -0.752], [0.258, -4.870, 1.713], [0.795, -2.747, 2.854], [1.393, -0.761, 1.550], [-0.717, 0.178, 1.210], [-1.625, -1.580, 0.096], [-2.086, -1.505, 1.816], [-3.770, -2.753, -0.413], [-2.811, -3.641, 0.781], [-4.215, -2.689, 1.295]]
}

---

{
  "formula": "C20H31O10",
  "method": "ωB97M-V/def2-TZVPD",
  "lumo_energy_ev": 1.73,
  "charge": -1,
  "homo_ev": -1.50,
  "symbols": ["C", "C", "O", "C", "C", "O", "H", "H", "H", "H", "H", "H", "H", "O", "C", "O", "C", "C", "C", "H", "H", "H", "H", "H", "H", "O", "C", "O", "C", "C", "C", "H", "H", "H", "H", "H", "H", "O", "C", "O", "C", "C", "C", "H", "H", "H", "H", "H", "H", "O", "C", "O", "C", "C", "C", "H", "H", "H", "H", "H", "H"],
  "coordinates": [[-6.306, -0.824, 0.755], [-6.787, -0.819, -0.637], [-6.031, 0.072, -1.662], [-6.260, 1.396, -1.569], [-5.005, 2.201, -1.274], [-7.371, 1.923, -1.743], [-6.830, -0.097, 1.387], [-5.219, -0.739, 0.858], [-7.846, -0.537, -0.666], [-6.701, -1.798, -1.131], [-4.186, 1.756, -1.846], [-5.141, 3.246, -1.559], [-4.749, 2.068, -0.218], [-2.654, 0.245, -0.702], [-2.336, -0.669, -1.397], [-1.765, -0.486, -2.624], [-1.603, -1.756, -3.280], [-1.596, -2.787, -2.158], [-2.522, -2.140, -1.130], [-2.439, -1.894, -3.970], [-0.674, -1.733, -3.848], [-1.916, -3.776, -2.483], [-0.594, -2.873, -1.744], [-3.575, -2.379, -1.291], [-2.258, -2.369, -0.102], [0.798, -3.042, 0.191], [1.650, -2.219, 0.009], [1.991, -1.794, -1.231], [3.108, -0.881, -1.156], [3.092, -0.348, 0.270], [2.521, -1.535, 1.042], [4.019, -1.452, -1.362], [2.987, -0.110, -1.907], [4.073, -0.027, 0.617], [2.417, 0.502, 0.332], [3.295, -2.233, 1.348], [1.933, -1.242, 1.907], [1.723, 1.901, -1.584], [1.015, 2.864, -1.487], [1.497, 4.059, -1.066], [0.418, 5.004, -0.936], [-0.688, 4.476, -1.841], [-0.465, 2.968, -1.752], [0.115, 5.034, 0.113], [0.785, 5.986, -1.225], [-1.681, 4.797, -1.535], [-0.521, 4.817, -2.864], [-0.999, 2.519, -0.915], [-0.728, 2.431, -2.657], [3.370, -0.595, 4.438], [4.464, -1.048, 4.302], [4.866, -1.645, 3.149], [6.190, -2.181, 3.299], [6.814, -1.397, 4.448], [5.594, -1.090, 5.314], [6.105, -3.247, 3.523], [6.720, -2.060, 2.357], [7.602, -1.945, 4.959], [7.240, -0.466, 4.070], [5.381, -1.888, 6.027], [5.662, -0.144, 5.841]]
}